# 1
# C5H4NO4

An isolated ion of composition C5H4NO4 and charge -1 in a non-equilibrium geometry (ωB97M-V/def2-TZVPD, the OMol25 dataset).

Values from the calculation:
Orbital gap (alpha / beta) ... 6.07 / 6.65 eV
LUMO energy (alpha / beta) ... 3.695 / 3.741 eV
Relative energy (zero: lowest compared OMol25 entry of this formula, charge and spin) ... 92.25 kcal/mol
Charge ... -1
DFT total energy ... -14927.334 eV
Multiplicity ... 1

Geometry (Å):
C (-2.66, -1.26, -0.21)
C (-0.44, -1.36, -0.53)
C (-2.31, 0.04, -0.46)
C (0.90, -1.81, -0.32)
C (0.01, 1.02, -0.07)
N (-0.82, -0.11, -0.45)
O (0.87, -3.15, 0.07)
O (-2.87, 1.09, -0.74)
O (1.99, -1.26, -0.44)
O (-3.16, -2.03, 0.61)
H (-0.78, 1.76, 0.03)
H (0.67, 0.93, 0.81)
H (0.68, 1.26, -0.86)
H (-0.08, -3.40, -0.06)

Atomic partial charges in e from the natural (NBO) method, atoms 1 to 6: atom 1 (C): 0.4587, atom 2 (C): -0.1638, atom 3 (C): 0.3771, atom 4 (C): 0.6357, atom 5 (C): -0.4438, atom 6 (N): -0.3497

# 2
# C5H4O

One molecule with the formula C5H4O (ωB97M-V/def2-TZVPD, the OMol25 dataset).

Values from the calculation:
SMILES ... C#CC#CCO
Orbital gap ... 10.24 eV
LUMO energy ... 0.690 eV
Relative energy (zero: lowest compared OMol25 entry of this formula, charge and spin) ... 57.81 kcal/mol
DFT total energy ... -7293.202 eV
Multiplicity ... 1

Geometry (Å):
O (0.26, -2.60, -0.66)
C (0.66, -1.32, -1.10)
C (-0.09, -0.20, -0.49)
C (-0.48, 0.75, 0.16)
C (-0.77, 1.86, 0.94)
C (-0.93, 2.83, 1.64)
H (0.13, -2.56, 0.29)
H (0.57, -1.34, -2.19)
H (1.71, -1.12, -0.86)
H (-1.06, 3.69, 2.27)

Atomic partial charges in e from the natural (NBO) method, atoms 1 to 6: atom 1 (O): -0.6920, atom 2 (C): -0.1352, atom 3 (C): 0.0413, atom 4 (C): -0.0884, atom 5 (C): -0.0889, atom 6 (C): -0.1555

# 3
# C5H4O2

One molecule with the formula C5H4O2 in a non-equilibrium geometry (ωB97M-V/def2-TZVPD, the OMol25 dataset).

Values from the calculation:
SMILES ... O=C1C=CCC1=O
Orbital gap ... 8.72 eV
LUMO energy ... -0.620 eV
Relative energy (zero: lowest compared OMol25 entry of this formula, charge and spin) ... 24.99 kcal/mol
DFT total energy ... -9343.099 eV
Multiplicity ... 1

Geometry (Å):
O (-0.58, 2.41, -0.39)
C (-0.29, 1.26, -0.23)
C (-1.19, -0.10, -0.23)
C (-0.13, -1.14, -0.17)
C (1.06, -0.73, 0.28)
C (1.13, 0.74, 0.34)
O (2.04, 1.44, 0.71)
H (-1.69, 0.05, 0.74)
H (-2.02, -0.44, -0.89)
H (-0.27, -2.14, -0.58)
H (1.92, -1.37, 0.43)

Atomic partial charges in e from the natural (NBO) method, atoms 1 to 6: atom 1 (O): -0.4567, atom 2 (C): 0.5315, atom 3 (C): -0.5806, atom 4 (C): -0.0782, atom 5 (C): -0.3279, atom 6 (C): 0.4366

# 4
# C5H4O2

One molecule with the formula C5H4O2 in a non-equilibrium geometry (ωB97M-V/def2-TZVPD, the OMol25 dataset).

Values from the calculation:
SMILES ... O=C=C/C=C\C=O
Orbital gap ... 8.51 eV
LUMO energy ... -0.141 eV
Relative energy (zero: lowest compared OMol25 entry of this formula, charge and spin) ... 50.73 kcal/mol
DFT total energy ... -9341.982 eV
Multiplicity ... 1

Geometry (Å):
O (1.53, -1.44, 0.64)
C (1.20, -0.39, 0.26)
O (-0.70, -1.74, -1.13)
C (-1.03, -0.97, -0.25)
C (-1.29, 0.50, -0.25)
C (-0.30, 1.40, -0.18)
C (1.05, 0.89, -0.07)
H (-1.32, -1.35, 0.75)
H (-2.32, 0.73, 0.00)
H (-0.47, 2.48, -0.14)
H (1.97, 1.44, -0.19)

Atomic partial charges in e from the natural (NBO) method, atoms 1 to 6: atom 1 (O): -0.4099, atom 2 (C): 0.7493, atom 3 (O): -0.4874, atom 4 (C): 0.3647, atom 5 (C): -0.3435, atom 6 (C): -0.1329

# 5
# C5H4O2

A 2-piece molecular cluster, C5H4O2 overall in a non-equilibrium geometry (ωB97M-V/def2-TZVPD, the OMol25 dataset).

Values from the calculation:
Orbital gap ... 10.09 eV
LUMO energy ... 1.149 eV
Relative energy (zero: lowest compared OMol25 entry of this formula, charge and spin) ... 14.63 kcal/mol
DFT total energy ... -9343.548 eV
Multiplicity ... 1

Geometry (Å):
O (1.69, -2.23, -0.98)
C (2.36, -1.32, -1.06)
O (0.38, -0.30, 1.08)
C (-0.90, -0.62, 0.75)
C (-1.41, 0.29, -0.11)
C (-0.37, 1.25, -0.34)
C (0.68, 0.84, 0.41)
H (-1.29, -1.52, 1.21)
H (-2.41, 0.29, -0.53)
H (-0.41, 2.12, -0.98)
H (1.68, 1.22, 0.56)

Atomic partial charges in e from the natural (NBO) method, atoms 1 to 6: atom 1 (O): -0.5033, atom 2 (C): 0.5023, atom 3 (O): -0.4129, atom 4 (C): 0.0874, atom 5 (C): -0.3176, atom 6 (C): -0.3168

# 6
# C5H4O2

One molecule with the formula C5H4O2 in a non-equilibrium geometry (ωB97M-V/def2-TZVPD, the OMol25 dataset).

Values from the calculation:
Orbital gap ... 8.24 eV
LUMO energy ... -0.092 eV
Relative energy (zero: lowest compared OMol25 entry of this formula, charge and spin) ... 57.74 kcal/mol
DFT total energy ... -9341.678 eV
Multiplicity ... 1

Geometry (Å):
O (-0.21, 2.89, -0.35)
C (0.07, 1.80, -0.20)
C (-1.51, -0.69, -0.16)
C (-0.27, -1.18, -0.29)
C (0.96, -0.61, 0.25)
C (1.30, 0.68, 0.44)
O (2.09, 1.50, 0.84)
H (-1.74, 0.17, 0.45)
H (-2.35, -1.17, -0.65)
H (-0.14, -2.11, -0.84)
H (1.78, -1.28, 0.51)

Atomic partial charges in e from the natural (NBO) method, atoms 1 to 6: atom 1 (O): -0.3996, atom 2 (C): 0.6753, atom 3 (C): -0.4218, atom 4 (C): -0.1826, atom 5 (C): -0.4676, atom 6 (C): 0.4782

# 7
# C5H4O2

One molecule with the formula C5H4O2 in a non-equilibrium geometry (ωB97M-V/def2-TZVPD, the OMol25 dataset).

Values from the calculation:
Orbital gap (alpha / beta) ... 8.41 / 7.04 eV
LUMO energy (alpha / beta) ... -0.686 / -0.943 eV
Relative energy (zero: lowest compared OMol25 entry of this formula, charge and spin) ... 93.13 kcal/mol
DFT total energy ... -9340.143 eV
Multiplicity ... 1

Geometry (Å):
O (0.56, -1.84, -0.03)
C (-0.15, -0.73, -0.09)
C (0.27, 0.32, -1.09)
C (0.13, 1.47, -0.13)
C (-0.22, 1.09, 1.12)
C (-0.76, -0.27, 1.16)
O (-1.27, -0.98, 2.00)
H (1.29, 0.15, -1.42)
H (-0.37, 0.36, -1.98)
H (0.27, 2.51, -0.44)
H (0.23, -2.40, 0.71)

Atomic partial charges in e from the natural (NBO) method, atoms 1 to 6: atom 1 (O): -0.6151, atom 2 (C): 0.3396, atom 3 (C): -0.5199, atom 4 (C): -0.1900, atom 5 (C): -0.0301, atom 6 (C): 0.3461

# 8
# C5H4O2

A 2-piece molecular cluster, C5H4O2 overall (ωB97M-V/def2-TZVPD, the OMol25 dataset).

Values from the calculation:
SMILES ... O=c1c#ccco1.[H][H]
Orbital gap ... 9.05 eV
LUMO energy ... -0.645 eV
Relative energy (zero: lowest compared OMol25 entry of this formula, charge and spin) ... 99.45 kcal/mol
DFT total energy ... -9339.869 eV
Multiplicity ... 1

Geometry (Å):
O (-0.11, 1.51, 1.65)
C (-0.07, 0.76, 0.72)
O (0.84, 1.09, -0.35)
C (1.02, 0.35, -1.46)
C (0.38, -0.81, -1.76)
C (-0.50, -1.08, -0.69)
C (-0.72, -0.46, 0.35)
H (1.76, 0.81, -2.11)
H (0.56, -1.38, -2.66)
H (-1.33, -0.13, 3.06)
H (-1.81, -0.66, 3.25)

Atomic partial charges in e from the natural (NBO) method, atoms 1 to 6: atom 1 (O): -0.5210, atom 2 (C): 0.7125, atom 3 (O): -0.4561, atom 4 (C): 0.2211, atom 5 (C): -0.3892, atom 6 (C): 0.1102

# 9
# C5H4O2

One molecule with the formula C5H4O2 in a non-equilibrium geometry (ωB97M-V/def2-TZVPD, the OMol25 dataset).

Values from the calculation:
SMILES ... C=C[C@H]1OC1=C=O
Orbital gap ... 9.01 eV
LUMO energy ... 0.294 eV
Relative energy (zero: lowest compared OMol25 entry of this formula, charge and spin) ... 97.72 kcal/mol
DFT total energy ... -9339.945 eV
Multiplicity ... 1

Geometry (Å):
C (-1.53, -0.49, -0.29)
C (-2.39, 0.33, 0.20)
C (1.93, 0.46, 0.15)
C (0.75, 0.10, 0.54)
C (-0.10, -0.68, -0.40)
O (-3.16, 1.19, 0.10)
O (-0.96, -1.71, -0.09)
H (2.62, 0.93, 0.74)
H (2.31, -0.01, -0.80)
H (0.20, 0.57, 1.31)
H (0.33, -0.69, -1.45)

Atomic partial charges in e from the natural (NBO) method, atoms 1 to 6: atom 1 (C): -0.0597, atom 2 (C): 0.5808, atom 3 (C): -0.3355, atom 4 (C): -0.2262, atom 5 (C): 0.0856, atom 6 (O): -0.4324